Here is a 2-piece molecular cluster, C4H6IN overall in a non-equilibrium geometry from the Open Molecules 2025 dataset. Energies are from the ωB97M-V functional and the def2-TZVPD basis.

Values from the calculation:
- energy above the lowest of the compared OMol25 structures with the same formula, charge and spin (kcal per mole) = 84.5
- total energy (eV) = -13831.4954
- frontier orbital gap (eV) = 8.72
- highest occupied orbital energy (eV) = -8.05

Geometry (Å):
C -4.086 -0.150 -0.133
C 0.863 -1.307 1.848
C -2.832 -1.563 1.387
C 1.152 -0.449 0.867
N -3.437 -1.042 0.483
I 2.719 -0.456 -0.417
H -5.118 0.026 -0.186
H -3.590 0.346 -0.855
H 1.403 -2.139 2.291
H -0.076 -1.086 2.321
H -2.444 -2.520 1.439
H 0.452 0.449 0.721